The following is a DFT calculation (ωB97M-V/def2-TZVPD) of a cluster of 2 separate species, C4H12 in total.

Geometry as ORCA input:
```
! RIJCOSX wB97M-V def2-TZVPD def2/J DEFGRID3
* xyz 0 1
C -0.69518 1.48465 -0.28025
C -0.31173 2.93747 -0.58552
H -0.80971 1.37772 0.78770
H -1.52473 1.12222 -0.88817
H 0.06412 0.78690 -0.68474
H 0.49249 3.00848 -1.33425
H 0.16382 3.36441 0.29633
H -1.16345 3.52581 -0.92279
C 0.72945 -2.36050 -0.29768
C 0.27614 -2.04126 1.13047
H 1.74840 -2.69493 -0.32217
H 0.06820 -3.14335 -0.69092
H 0.53525 -1.47669 -0.92064
H -0.34475 -1.18403 1.42201
H 1.17191 -1.89889 1.74786
H -0.40023 -2.80800 1.54277
*
```

Calculated values
E_LUMO (eV): 1.183
HOMO level (eV): -11.3
DFT total energy (eV): -4341.9170
Strongest force on any atom (eV/A): 2.23